Record 1
DFT (ωB97M-V/def2-TZVPD) results for 2 unconnected molecules or ions with the total composition C4H8F2N at a distorted geometry.

Values from the calculation:
Electronic energy in Ha: -411.25386
Lowest unoccupied orbital energy (spin up / spin down) in eV: -4.9 / -4.9
Gap between HOMO and LUMO (spin up / spin down) in Eh: 0.33448 / 0.32232
E_HOMO (spin up / spin down) in eV: -14.02 / -13.64
Energy above the lowest of the compared OMol25 structures with the same formula, charge and spin in kJ/mol: 449.67

```
! RIJCOSX wB97M-V def2-TZVPD def2/J DEFGRID3
* xyz 1 1
C 1.0044 -0.4112 0.0850
C 1.2899 0.4844 1.2224
H 2.3666 0.6009 1.3867
N 1.2423 0.1006 -1.2926
H 0.8399 1.4609 1.0734
H 2.1432 0.6072 -1.3778
H 0.4849 0.7379 -1.5763
H 0.8734 0.0540 2.1312
H -1.3625 0.8533 -0.0652
C -1.6217 -0.1846 0.0029
H 1.2551 -0.7021 -1.9445
F -3.8488 0.3022 -0.0449
C -2.8865 -0.6155 0.0676
F 1.4602 -1.6644 0.1452
H -3.2404 -1.6235 0.1868
*
```

---

Record 2
DFT (ωB97M-V/def2-TZVPD) results for a gas-phase ion, C7H12BrN2 (charge +1) at a distorted geometry.

Values from the calculation:
Electronic energy in Ha: -2957.00281
Lowest unoccupied orbital energy (spin up / spin down) in eV: -2.6 / -7.6
Gap between HOMO and LUMO (spin up / spin down) in Eh: 0.31374 / 0.22928
E_HOMO (spin up / spin down) in eV: -11.16 / -13.84
Energy above the lowest of the compared OMol25 structures with the same formula, charge and spin in kJ/mol: 53.15

```
! RIJCOSX wB97M-V def2-TZVPD def2/J DEFGRID3
* xyz 1 3
C 1.4250 0.4985 0.5403
H -2.7620 -0.9635 0.1891
N -0.3543 0.2737 -1.0482
H -1.8936 0.8974 1.1449
H -0.6412 0.3739 2.5134
C -1.8660 -1.6108 0.3243
H -0.2898 -1.7858 1.3428
C 1.7009 1.3861 -1.7659
H 2.0376 2.2806 -2.1866
H 1.8663 0.5419 1.5222
Br 1.2990 -2.2968 -0.9328
C 0.1948 1.1633 -1.7733
H -2.1142 -0.2440 2.4020
C 0.3081 -0.2803 -0.0069
N -0.6591 -0.9558 0.9238
C -1.3451 0.1246 1.7715
H 2.9850 1.7168 0.1368
H -2.0570 -2.5066 0.7253
H 1.9748 0.3785 -2.3768
H -0.3030 1.7512 -2.4327
H -1.6189 -2.0198 -0.7065
C 2.1127 1.2771 -0.3065
*
```

---

Record 3
DFT (ωB97M-V/def2-TZVPD) results for 2 unconnected molecules or ions with the total composition C2H2F2N2O at a distorted geometry.

Values from the calculation:
Electronic energy in Ha: -461.57185
Lowest unoccupied orbital energy (spin up / spin down) in eV: -1.4 / -2.5
Gap between HOMO and LUMO (spin up / spin down) in Eh: 0.28987 / 0.22389
E_HOMO (spin up / spin down) in eV: -9.26 / -8.61
Energy above the lowest of the compared OMol25 structures with the same formula, charge and spin in kJ/mol: 309.69

```
! RIJCOSX wB97M-V def2-TZVPD def2/J DEFGRID3
* xyz 0 1
F 2.3986 -1.8075 0.8313
N -0.2472 1.6981 0.3397
C 0.9002 1.4034 0.2248
H -0.8701 1.4545 1.0796
C 1.9703 0.6168 -0.0878
O 1.5914 -0.5481 -0.5732
H -0.0338 -1.6097 -0.8035
F 3.2332 1.0061 -0.2610
N 0.2765 -0.6300 -0.7631
*
```

---

Record 4
DFT (ωB97M-V/def2-TZVPD) results for 2 unconnected molecules or ions with the total composition C6H15NS at a distorted geometry.

Values from the calculation:
Electronic energy in Ha: -690.30542
Lowest unoccupied orbital energy in eV: -3.0
Gap between HOMO and LUMO in Eh: 0.17875
E_HOMO in eV: -7.84
Energy above the lowest of the compared OMol25 structures with the same formula, charge and spin in kJ/mol: 619.65

```
! RIJCOSX wB97M-V def2-TZVPD def2/J DEFGRID3
* xyz 0 1
H 0.1419 1.4635 0.5106
H -2.5987 0.9063 1.6151
H -1.6002 1.2190 -0.9085
H -1.1368 2.7373 0.9104
H 4.5266 -1.1881 -3.0494
H -0.1417 1.9465 2.1336
H 4.2023 -1.5161 -2.4608
H -2.9686 -0.0238 -0.5872
C 1.4496 -0.8396 -0.5645
H 0.4122 -0.8615 -2.4841
S 2.1384 0.3622 0.6352
H 2.1867 -1.0931 -1.3745
N -1.0134 -0.7602 -0.9715
H -0.3271 -1.0189 1.0557
C -0.6618 1.8212 1.2010
H 0.4138 0.6771 -1.6353
C -1.6527 0.6077 1.1684
H -0.4105 -0.3991 2.7338
H -1.6831 -1.4056 2.1403
C -0.9902 -0.6026 1.8240
C -1.8618 0.1699 -0.3694
C 0.2460 -0.3922 -1.4714
H 1.3290 -1.8098 -0.0516
*
```